Record 1
Molecular formula: C49H42N5O5P2RbS2
Method: DFT, the ωB97M-V functional and the def2-TZVPD basis

Values from the calculation:
E_HOMO: -0.08 eV
Spin multiplicity: 1
Orbital gap: 3.58 eV
Net charge: -2
LUMO: 3.5 eV
ΔE to the lowest compared entry with this formula, charge and spin: 2.2506 eV

CARTESIAN COORDINATES (ANGSTROEM)
Rb 6.85754 14.86950 10.43369
N 4.89432 11.29160 7.12575
C 5.37339 12.30732 7.85467
S 5.18532 12.20024 9.56671
N 5.91628 13.24789 7.03633
N 6.42853 14.34841 7.61656
C 7.00959 15.22269 6.77821
C 7.47880 16.53150 7.17688
C 7.72130 17.53538 6.16691
C 8.14651 18.78729 6.52068
C 8.41981 19.03270 7.87635
C 8.16996 18.00123 8.80564
N 7.74109 16.83143 8.44214
H 4.22243 10.62251 7.58991
H 4.69225 11.39969 6.13071
H 7.24593 14.89539 5.75767
H 7.45304 17.23442 5.18522
H 8.23863 19.63807 5.82824
H 8.74105 20.03552 8.18102
H 8.35554 18.16980 9.84487
O 10.93763 13.85226 9.31428
C 12.08142 14.26907 8.59759
C 12.58516 13.64976 7.47348
C 13.68110 14.24259 6.77607
C 14.36450 15.31190 7.31616
C 13.79938 15.99242 8.43772
C 12.66153 15.52671 9.12456
P 11.91716 16.31066 10.54836
C 12.69948 15.37608 11.89624
C 11.92084 14.99664 12.98952
C 12.42352 14.07751 13.91798
C 13.68770 13.56024 13.71629
C 14.46305 13.93885 12.62070
C 13.95570 14.85472 11.68106
C 12.79714 17.90916 10.80691
C 13.65196 18.11803 11.89714
C 14.36832 19.29611 11.96166
C 14.31803 20.28535 10.95213
C 13.50210 20.05118 9.86767
C 12.73361 18.86700 9.82459
C 10.25995 12.68054 8.99172
C 9.52982 12.64153 7.79210
C 8.95358 11.48479 7.28343
C 9.05900 10.30303 8.10649
C 9.80734 10.37464 9.25840
C 10.33832 11.55492 9.83773
P 10.86830 11.71933 11.55757
C 9.35984 11.14743 12.37754
C 8.97351 9.81839 12.25535
C 7.67808 9.46055 12.61541
C 6.80554 10.37656 13.19476
C 7.23066 11.69324 13.39618
C 8.46491 12.10172 12.95161
C 12.03060 10.34137 11.82508
C 12.85459 9.98605 10.77065
C 13.69072 8.90097 10.87770
C 13.67020 8.13821 12.07772
C 12.79713 8.43432 13.08606
C 11.96974 9.57501 12.98550
H 12.16412 12.74300 7.03012
H 14.03497 13.81699 5.81554
H 15.29823 15.64140 6.98081
H 14.38129 16.88816 8.79342
H 10.96375 15.46875 13.08308
H 11.77548 13.75964 14.76259
H 14.10419 12.85671 14.44185
H 15.48898 13.56471 12.48528
H 14.60062 15.14401 10.85297
H 13.76381 17.34293 12.69475
H 14.90424 19.51434 12.89213
H 15.03405 21.08312 10.94958
H 13.44284 20.76988 9.07085
H 12.11746 18.73182 8.95894
H 9.48297 13.57183 7.21044
H 8.46778 11.46067 6.30277
H 8.57294 9.30200 7.85928
H 10.09526 9.42507 9.69978
H 9.63710 9.12886 11.77754
H 7.38450 8.39955 12.54668
H 5.78826 10.02719 13.35644
H 6.63576 12.49445 13.86003
H 8.79242 13.17097 13.08623
H 12.90232 10.66032 9.89990
H 14.34632 8.61500 10.03791
H 14.31935 7.26436 12.15922
H 12.65355 7.78095 13.96371
H 11.20022 9.76333 13.71945
O 6.46933 15.07026 13.77641
S 5.75152 16.27893 13.38347
O 5.06507 17.04927 14.41686
O 4.98418 16.00642 12.18153
O 7.06219 17.17184 12.77258
C 7.98712 20.75055 16.11536
C 8.02190 20.00132 14.72815
C 7.04658 19.13916 14.26476
C 7.05347 18.68021 12.85460
N 8.13599 19.07170 12.06144
C 9.17888 19.57572 12.65246
C 9.14222 20.20335 13.93329
H 8.95987 20.73514 16.58873
H 7.29779 20.20256 16.78099
H 7.64803 21.77931 16.02151
H 6.22478 18.70456 14.88134
H 6.07024 18.97035 12.33480
H 10.12249 19.61696 12.03130
H 10.01122 20.79213 14.26690

Mulliken population analysis, charges in e, atoms 1 to 99: 0.6692, -0.4391, 0.2665, -0.4884, -1.0932, 0.8169, -1.0204, 0.6686, -0.7614, -0.4248, -0.6379, -0.8116, 0.3161, 0.2089, 0.2528, 0.2171, 0.4640, 0.3443, 0.4531, 0.9359, 0.4582, 0.0285, -0.6792, -0.7235, -0.9688, 0.1255, 0.2349, 0.5398, -0.0461, -0.6330, -0.4999, -0.3109, -0.9267, 0.0897, 0.5606, -0.4606, -0.5066, -0.5643, -0.6800, -0.3804, -1.3773, 0.0657, -0.7919, -0.7581, -0.2133, 0.7168, 1.4315, 0.6439, -0.3311, -0.7937, -0.5821, -0.5053, -0.8132, 0.3606, -0.5598, -0.4647, -0.4521, -0.6586, -0.6444, 0.4093, 0.3156, 0.4725, 0.2425, 0.8139, 0.3113, 0.3395, 0.3453, 0.4006, 0.2651, 0.2769, 0.3568, 0.4071, 0.5793, 0.6678, 0.3127, 0.2447, 0.2668, 0.3723, 0.3139, 0.3549, 0.4602, 0.5631, 0.3131, 0.3728, 0.3349, 0.3646, 0.6211, -0.6259, 1.0587, -0.7345, -0.7895, -0.1469, -1.4039, 1.1834, -0.9584, 0.0745, -0.3219, -0.2502, -0.7564

---

Record 2
Molecular formula: C49H43AlN6O4S3
Method: DFT, the ωB97M-V functional and the def2-TZVPD basis

Values from the calculation:
E_HOMO: -8.27 eV
Spin multiplicity: 1
Orbital gap: 8.10 eV
Net charge: 0
LUMO: -0.2 eV
ΔE to the lowest compared entry with this formula, charge and spin: 0.0000 eV

CARTESIAN COORDINATES (ANGSTROEM)
Al 0.20885 -0.03274 -0.70968
C 1.58745 1.86421 -3.13938
C 0.94969 3.04213 -2.45653
C 0.69101 4.17298 -3.22644
C 0.07533 5.29084 -2.69004
C -0.30656 5.26328 -1.36089
C -0.05535 4.15527 -0.55887
C -0.55887 4.16847 0.85300
C 0.60414 3.04019 -1.09616
N 0.77416 1.87768 -0.30164
C 1.33925 2.03557 0.91590
O 1.93462 3.00142 1.37428
C 1.11740 0.82034 1.79223
C 1.57865 0.63269 3.07804
C 1.19771 -0.53466 3.73659
C 0.39016 -1.47998 3.11539
C -0.00490 -1.23019 1.81484
N 0.35045 -0.10116 1.22110
C -0.84153 -2.12630 0.92179
O -1.36234 -3.12832 1.39030
N -0.95481 -1.61249 -0.32410
C -1.89804 -2.27515 -1.18633
C -3.27666 -2.10712 -0.97753
C -3.85867 -1.41654 0.23217
C -4.17085 -2.66152 -1.88856
C -3.73035 -3.39158 -2.97727
C -2.37535 -3.62603 -3.12493
C -1.45311 -3.10268 -2.22471
C -0.01806 -3.51918 -2.32168
H 1.59513 2.02025 -4.21882
H 1.06531 0.91963 -2.97245
H 2.61253 1.69411 -2.80908
H 0.97683 4.16255 -4.27185
H -0.11613 6.16279 -3.30198
H -0.81946 6.11353 -0.92557
H -1.40123 4.85205 0.95452
H 0.22398 4.44312 1.56312
H -0.88502 3.16608 1.12626
H 2.20306 1.38508 3.53757
H 1.53376 -0.70662 4.75141
H 0.07671 -2.39247 3.60176
H -3.15783 -1.36260 1.06202
H -4.72716 -1.97566 0.58088
H -4.20702 -0.41028 -0.00155
H -5.23395 -2.52659 -1.72190
H -4.44008 -3.80638 -3.68184
H -2.01445 -4.24684 -3.93700
H 0.26739 -3.74972 -3.34860
H 0.14308 -4.41412 -1.71495
H 0.64088 -2.74853 -1.94480
C -1.26526 -0.74303 7.23929
C -1.71809 -0.14204 5.93612
C -1.17395 1.04556 5.46229
C -1.61253 1.61158 4.27480
C -2.60837 0.98836 3.53539
N -2.97155 1.54950 2.28741
C -4.23446 1.58661 1.76352
O -5.23590 1.19178 2.31403
N -4.29804 2.13731 0.47117
C -3.38147 1.96788 -0.57440
C -3.61477 2.55763 -1.81612
C -2.78314 2.26069 -2.87787
C -1.70902 1.40664 -2.68465
N -1.45964 0.88302 -1.48600
C -2.27370 1.14565 -0.46425
C -3.16300 -0.20314 3.98678
C -2.71539 -0.75025 5.17735
H -0.25793 -0.41578 7.49729
H -1.26820 -1.83246 7.19358
H -1.92610 -0.44893 8.05746
H -0.39288 1.54152 6.02709
H -1.17059 2.53560 3.91715
H -2.32128 2.21797 1.91229
H -5.25612 2.29627 0.19889
H -4.46136 3.22112 -1.94658
H -2.95375 2.69091 -3.85394
H -1.03540 1.15090 -3.48894
H -2.04780 0.63747 0.46011
H -3.93469 -0.69354 3.41099
H -3.15063 -1.68190 5.52025
O 1.69025 -0.72888 -1.24429
C 2.97417 -1.24895 -1.41586
C 4.02830 -0.15704 -1.55115
C 5.12257 -0.15102 -2.36480
C 5.96523 0.97512 -2.15008
C 5.49450 1.78980 -1.16702
S 4.02773 1.20773 -0.51267
C 3.01391 -2.07904 -2.68885
C 3.59132 -3.29002 -2.91115
C 3.46431 -3.72387 -4.26307
C 2.79935 -2.82290 -5.03368
S 2.32168 -1.44971 -4.13090
C 3.32762 -2.11307 -0.20568
C 4.40697 -2.01876 0.62171
C 4.38644 -2.97325 1.67791
C 3.28697 -3.77177 1.62967
S 2.27413 -3.37578 0.31154
H 5.31631 -0.92358 -3.09572
H 6.86953 1.17088 -2.70795
H 5.91103 2.71952 -0.81384
H 4.08484 -3.85604 -2.13399
H 3.84476 -4.66409 -4.63523
H 2.55233 -2.89936 -6.08048
H 5.19659 -1.29510 0.47974
H 5.15662 -3.05641 2.43124
H 3.01782 -4.57613 2.29600

Mulliken population analysis, charges in e, atoms 1 to 99: -1.1580, 0.2379, 0.6691, -0.7610, -1.0371, -0.8842, 1.3482, -1.0468, -0.0910, 1.1835, -0.3713, -0.7470, 0.3871, -0.7606, -0.7035, -0.7723, 0.4116, 1.1254, -0.0459, -0.7634, 1.0918, -0.4275, 1.3561, -1.3461, -0.9537, -0.9561, -0.8774, 0.7430, -0.1098, 0.4827, -0.9006, -0.0043, 0.4325, 0.3769, 0.4621, 0.4858, 0.4774, -0.4613, 0.6377, 0.5428, 0.6217, -0.2649, 0.7122, 0.4049, 0.4869, 0.3953, 0.4610, 0.4543, 0.4407, -1.1519, -1.7055, 0.9326, -0.7157, -0.1844, 0.3375, 0.1845, -0.0684, -0.6463, 0.0402, 0.4399, -0.7664, -1.5051, -0.2640, 1.1293, -0.8203, -0.2708, -0.9860, 0.3682, 0.3799, 0.3503, 0.3901, 0.4279, -0.1344, 0.3304, 0.5482, 0.4808, 0.7191, 0.1601, 0.4177, 0.3655, 0.6836, 2.2397, -0.8366, -0.7414, -0.7492, -0.7300, 0.5301, -0.2032, -0.6843, -0.8112, -0.6168, 0.0628, -0.4329, -0.7024, -0.7612, -0.7993, 0.2460, 0.6038, 0.4127

---

Record 3
Molecular formula: C49H44As2CoF6O11P2S2
Method: DFT, the ωB97M-V functional and the def2-TZVPD basis

Values from the calculation:
E_HOMO (alpha / beta): -5.45 / -5.62 eV
Spin multiplicity: 3
Orbital gap (alpha / beta): 6.41 / 6.76 eV
Net charge: -1
LUMO (alpha / beta): 1.0 / 1.1 eV
Expectation value of S²: 2.12

CARTESIAN COORDINATES (ANGSTROEM)
Co -0.39503 -0.19362 1.38046
O 1.55343 2.71420 -0.88559
C 0.81275 2.38233 0.42679
O 0.25974 1.23205 0.13397
C -0.22322 3.49378 0.61862
C 0.10197 4.82554 0.37906
C -0.86648 5.81069 0.44217
C -2.18521 5.46925 0.71386
C -2.51626 4.14741 0.94697
C -1.53779 3.15148 0.93315
P -2.07263 1.40056 1.08932
C -3.38897 1.34978 2.35650
C -3.61141 2.34796 3.29894
C -4.57924 2.18620 4.28034
C -5.32814 1.02136 4.33841
C -5.09204 0.00610 3.42128
C -4.12275 0.16517 2.44529
C -2.99017 1.25712 -0.49414
C -4.37624 1.33584 -0.55112
C -5.03502 1.25527 -1.77338
C -4.31302 1.09334 -2.94392
C -2.92516 1.02370 -2.89001
C -2.26463 1.10560 -1.67646
H 1.12399 5.07691 0.12729
H -0.60081 6.84200 0.24678
H -2.95745 6.22791 0.72755
H -3.55144 3.88217 1.11918
H -3.00497 3.24204 3.30085
H -4.73013 2.96753 5.01398
H -6.07841 0.89582 5.10877
H -5.64797 -0.92088 3.47589
H -3.91564 -0.64486 1.75400
H -4.95536 1.46174 0.35486
H -6.11602 1.31489 -1.80229
H -4.82617 1.01960 -3.89437
H -2.35201 0.89993 -3.79984
H -1.18415 1.04587 -1.63179
C -8.28537 -7.28351 -1.97580
C -7.26353 -6.26541 -1.52362
O -7.15943 -5.90286 -0.38713
S -6.23835 -5.68550 -2.87255
C -5.11685 -4.60734 -2.03189
C -3.82712 -5.04004 -1.74499
C -2.94151 -4.19727 -1.09557
C -3.33787 -2.91459 -0.71325
C -4.63485 -2.48870 -1.00732
C -5.51693 -3.32651 -1.66583
C -2.41995 -2.05756 -0.02272
C -1.63504 -1.33022 0.54022
H -7.98921 -8.25826 -1.58733
H -8.36287 -7.34003 -3.06010
H -9.25030 -7.02347 -1.54373
H -3.51932 -6.03699 -2.03227
H -1.93785 -4.52680 -0.85939
H -4.93500 -1.48481 -0.73233
H -6.51777 -2.98976 -1.90183
F 0.80733 0.47904 3.10222
P -0.15880 0.50319 4.45684
F 0.50094 -0.86162 4.94760
F 0.93141 1.36647 5.23603
F -0.82541 1.86572 3.86727
F -1.23810 -0.37004 3.53328
F -1.18390 0.50614 5.67290
S 1.16053 -1.75676 1.05125
C 0.46965 -3.37981 1.05130
C 0.82455 -4.26120 0.03333
C 0.34675 -5.56632 0.02801
C -0.51154 -5.99882 1.02764
C -0.87376 -5.11963 2.04319
C -0.37861 -3.82666 2.06371
H 1.47833 -3.91531 -0.75754
H 0.63811 -6.24005 -0.76902
H -0.89848 -7.00970 1.01722
H -1.54402 -5.44518 2.82844
H -0.65126 -3.14700 2.86250
C 7.75804 -0.17499 -0.78260
O 7.23210 -0.06621 0.54399
C 6.04354 0.50654 0.82076
O 5.57274 0.36971 1.91667
C 5.32841 1.27013 -0.26084
C 5.81109 2.42986 -0.69806
As 5.22585 3.57307 -2.28224
C 6.30135 2.51024 -3.52480
C 3.53210 2.60425 -2.09064
C 3.47091 1.27920 -2.32265
As 3.53497 0.35285 -0.60294
C 4.35889 -1.36203 -1.09962
C 3.69009 0.72569 -3.69457
O 3.90857 1.36456 -4.69397
O 3.44025 -0.59553 -3.72115
C 3.41988 -1.18042 -5.02476
C 2.77960 3.18367 -0.91781
O 3.23090 4.07270 -0.22271
O 1.76359 2.26602 1.41475
C 1.89886 3.25253 2.43206
C 7.09230 2.99866 -0.15806
O 8.10140 3.00815 -0.82138
O 7.08543 3.55532 1.05455
C 5.83265 3.78799 1.74122
H 8.79231 0.15682 -0.74635
H 7.21599 0.43876 -1.49491
H 7.71084 -1.22334 -1.07697
H 7.33262 2.80423 -3.32937
H 6.02242 2.74817 -4.54697
H 6.19145 1.44245 -3.35673
H 5.09793 -1.25901 -1.88952
H 3.56997 -2.04279 -1.41053
H 4.82346 -1.75452 -0.19367
H 2.99379 -2.17069 -4.89458
H 4.43074 -1.25151 -5.42538
H 2.81324 -0.58413 -5.70273
H 0.96571 3.37333 2.98346
H 2.23498 4.20621 2.02773
H 2.64964 2.85364 3.11070
H 5.46421 2.86822 2.18838
H 5.08850 4.20017 1.06408
H 6.07613 4.50743 2.51795

Mulliken population analysis, charges in e, atoms 1 to 99: 0.2169, -0.3940, 0.5837, -0.4429, -0.5096, -0.2285, -0.9942, -1.0986, -0.3940, -0.3564, 2.5484, 0.6418, -0.7192, -0.8790, -0.6696, -0.8240, -0.6666, 1.1858, -0.7130, -0.7293, -0.5454, -0.9893, -0.4488, 0.4763, 0.4369, 0.4279, 0.5934, 0.5274, 0.4196, 0.3814, 0.4614, 0.2871, 0.3732, 0.4113, 0.3922, 0.4770, 0.4344, -1.0516, 0.7261, -0.5299, -0.2713, 0.1559, -0.5016, -0.5218, 0.0066, 0.0338, -0.7569, 1.0849, -0.1231, 0.2739, 0.3556, 0.2977, 0.4470, 0.4059, 0.5178, 0.4295, -0.6053, 1.6071, -0.4120, -0.4357, -0.2885, -0.3755, -0.4126, -0.8206, 0.4679, -0.4998, -0.6851, -0.4587, -0.6449, -0.3031, 0.3358, 0.3453, 0.3758, 0.4130, 0.4522, -0.2687, -0.3730, -0.4728, -0.5886, 0.7208, 1.0125, 0.0707, -1.0614, 0.4613, 0.9557, 0.8265, -1.3254, -0.2667, -0.5932, -0.1721, -0.8669, -0.0586, -0.6942, 0.4478, -0.7350, -0.0675, -0.6082, -0.3975, -0.5125

---

What calculated total energy values result from the calculations? In sequence: -4045.5489, -3959.8204, -10654.0580 Ha.